{
  "formula": "C30H33ClN4O4PRh",
  "method": "wB97M-V/def2-TZVPD",
  "spin_multiplicity": 1,
  "gap_ev": [7.05, 7.05],
  "e_lumo_ev": [-7.894, -7.893],
  "e_above_lowest_kj_mol": 75.50,
  "total_charge": 2,
  "symbols": ["Rh", "O", "C", "O", "C", "C", "Cl", "N", "N", "C", "C", "O", "O", "C", "C", "C", "C", "C", "C", "H", "H", "H", "H", "H", "H", "C", "P", "C", "C", "C", "C", "C", "C", "C", "C", "C", "C", "C", "C", "H", "H", "H", "H", "H", "H", "H", "H", "H", "H", "H", "H", "H", "C", "C", "N", "C", "C", "C", "C", "N", "H", "H", "H", "H", "H", "H", "H", "H", "H", "H", "H", "H", "H", "H"],
  "xyz": [[-0.68, -0.12, 0.04], [3.91, -3.59, 0.52], [2.81, -4.32, 0.64], [2.83, -5.50, 0.83], [1.49, -3.60, 0.52], [0.24, -4.23, 0.57], [-0.11, -5.86, 0.72], [-0.73, -3.29, 0.46], [-0.15, -2.09, 0.31], [1.17, -2.26, 0.34], [1.94, -1.01, 0.15], [3.13, -0.94, 0.13], [1.18, 0.08, -0.06], [-2.16, -3.37, 0.54], [-2.79, -4.23, 1.43], [-4.17, -4.22, 1.52], [-4.93, -3.36, 0.74], [-4.29, -2.49, -0.14], [-2.91, -2.50, -0.24], [3.74, -2.64, 0.38], [-2.21, -4.89, 2.06], [-4.66, -4.89, 2.21], [-6.01, -3.37, 0.81], [-4.86, -1.82, -0.77], [-2.42, -1.86, -0.96], [0.52, -0.52, -2.97], [-0.69, 0.48, -2.11], [-0.15, 2.17, -2.05], [0.99, 2.58, -2.74], [1.40, 3.90, -2.65], [0.70, 4.80, -1.88], [-0.45, 4.40, -1.19], [-0.87, 3.09, -1.28], [-2.25, 0.33, -2.94], [-2.94, 1.47, -3.36], [-4.10, 1.33, -4.11], [-4.57, 0.07, -4.44], [-3.89, -1.07, -4.03], [-2.73, -0.94, -3.27], [0.52, -0.23, -4.02], [0.26, -1.58, -2.90], [1.51, -0.37, -2.52], [1.56, 1.89, -3.34], [2.28, 4.22, -3.20], [1.03, 5.83, -1.81], [-1.00, 5.12, -0.60], [-1.78, 2.79, -0.77], [-2.57, 2.46, -3.12], [-4.62, 2.21, -4.46], [-5.46, -0.03, -5.04], [-4.25, -2.05, -4.30], [-2.20, -1.84, -2.98], [-2.47, 4.52, 2.06], [-1.78, 3.58, 3.04], [-2.46, 2.28, 3.18], [-3.55, 2.20, 4.19], [-4.94, 2.33, 3.58], [-2.15, 1.25, 2.41], [-2.73, -0.10, 2.73], [-1.31, 1.33, 1.39], [-1.90, 5.44, 1.97], [-3.47, 4.78, 2.40], [-2.57, 4.07, 1.07], [-1.75, 4.02, 4.03], [-0.74, 3.40, 2.76], [-3.36, 3.00, 4.89], [-3.45, 1.27, 4.74], [-5.13, 3.35, 3.25], [-5.69, 2.08, 4.32], [-5.07, 1.67, 2.72], [-2.52, -0.35, 3.77], [-2.28, -0.86, 2.10], [-3.81, -0.13, 2.59], [-0.94, 2.26, 1.24]]
}